[1]
This record from OMol25 describes an isolated ion of composition C2H7NO and charge +1 in a non-equilibrium geometry. The level of theory is the ωB97M-V functional and the def2-TZVPD basis.

Computed properties:
Net charge: +1
HOMO (alpha / beta) in eV: -15.41 / -15.17
Gap between HOMO and LUMO (alpha / beta) in eV: 11.54 / 5.71
Expectation value of S²: 0.75
Multiplicity: 2
ΔE to the lowest compared entry with this formula, charge and spin in eV: 2.138
LUMO (alpha / beta) in eV: -3.87 / -9.45

CARTESIAN COORDINATES (ANGSTROEM)
C: 0.375 0.953 0.279
O: 1.725 0.558 0.461
C: -0.362 -0.118 -0.594
N: -1.035 -0.997 0.306
H: -0.035 1.158 1.287
H: 0.479 2.011 -0.193
H: 2.005 -0.313 0.425
H: -0.991 0.498 -1.367
H: 0.292 -0.628 -1.307
H: -0.590 -1.692 0.834
H: -1.864 -1.431 -0.130

=====

[2]
This record from OMol25 describes C32H34AsN4O2Rh as an isolated structure in a non-equilibrium geometry. The level of theory is the ωB97M-V functional and the def2-TZVPD basis.

Computed properties:
Net charge: +2
HOMO (alpha / beta) in eV: -13.40 / -13.40
Gap between HOMO and LUMO (alpha / beta) in eV: 8.05 / 4.76
Expectation value of S²: 6.05
Multiplicity: 5
ΔE to the lowest compared entry with this formula, charge and spin in eV: 0.000
LUMO (alpha / beta) in eV: -5.34 / -8.64

CARTESIAN COORDINATES (ANGSTROEM)
Rh: -1.284 -0.104 0.714
N: -4.292 0.289 2.573
C: -4.110 -0.987 2.115
C: -5.035 -1.946 2.570
C: -4.920 -3.254 2.167
C: -3.885 -3.592 1.297
C: -3.035 -2.597 0.876
N: -3.126 -1.324 1.278
C: -3.641 1.483 2.386
C: -4.237 2.595 3.009
C: -3.686 3.841 2.854
C: -2.529 3.964 2.088
C: -1.984 2.827 1.535
N: -2.522 1.606 1.667
H: -5.096 0.378 3.184
H: -5.827 -1.641 3.237
H: -5.617 -3.999 2.518
H: -3.757 -4.605 0.956
H: -2.234 -2.805 0.179
H: -5.128 2.453 3.601
H: -4.142 4.702 3.317
H: -2.071 4.927 1.932
H: -1.075 2.884 0.952
N: 5.834 -4.341 6.253
C: 5.006 -3.883 5.607
C: 3.993 -3.310 4.802
C: 4.338 -2.703 3.587
C: 3.366 -2.122 2.809
C: 2.023 -2.136 3.231
C: 1.679 -2.770 4.440
C: 2.655 -3.346 5.219
C: 1.040 -1.499 2.466
C: 0.182 -0.905 1.810
H: 5.371 -2.694 3.276
H: 3.621 -1.647 1.874
H: 0.646 -2.786 4.749
H: 2.402 -3.823 6.152
C: 4.230 4.371 -4.328
C: 3.110 3.658 -3.661
C: 2.077 3.085 -4.400
C: 1.025 2.420 -3.804
C: 0.039 1.746 -4.710
C: 0.967 2.343 -2.382
C: -0.149 1.688 -1.764
O: -0.352 1.535 -0.556
C: 2.015 2.932 -1.620
C: 2.044 2.937 -0.129
C: 3.064 3.548 -2.275
H: 4.242 4.187 -5.398
H: 5.184 4.067 -3.903
H: 4.132 5.446 -4.167
H: 2.109 3.148 -5.478
H: 0.087 2.197 -5.698
H: -0.989 1.810 -4.364
H: 0.297 0.689 -4.828
H: -0.906 1.299 -2.463
H: 1.569 2.063 0.310
H: 1.521 3.819 0.241
H: 3.072 3.003 0.219
H: 3.861 3.983 -1.691
C: -0.170 -3.781 -1.507
As: -0.374 -2.025 -2.318
C: -1.240 -2.286 -4.036
C: 1.409 -1.244 -2.494
O: -1.386 -1.094 -1.396
H: 0.608 -4.348 -2.012
H: -1.118 -4.310 -1.599
H: 0.086 -3.663 -0.452
H: -0.533 -2.717 -4.740
H: -1.628 -1.346 -4.427
H: -2.074 -2.978 -3.897
H: 2.014 -1.860 -3.158
H: 1.868 -1.221 -1.503
H: 1.365 -0.230 -2.888